# 1
Computed, not measured: a gas-phase ion, C3H11N2 (charge +1) at a distorted geometry, with wB97M-V/def2-TZVPD.

Geometry (Å):
N  -0.7661  -1.4609  0.2887
C  -1.3927  -0.1315  0.0051
C  -0.4065  1.0279  0.3367
C  0.8599  0.9526  -0.5024
N  1.6070  -0.3115  -0.1664
H  -0.9303  -1.6962  1.2768
H  -1.2802  -2.2048  -0.2297
H  -2.2838  0.0297  0.5994
H  -1.6761  -0.0882  -1.0388
H  -0.1677  0.9852  1.3574
H  -0.9169  1.9799  0.1182
H  1.5644  1.7849  -0.2770
H  0.6341  0.9817  -1.6029
H  2.1619  -0.2322  0.7130
H  0.7796  -1.0285  0.0152
H  2.2135  -0.5880  -0.8933

For the total energy, the calculation gives -230.1786 Ha. The energy relative to the best compared isomer or geometry (same formula, charge and spin) is 0.102 eV. Its total charge is +1. The LUMO energy is -3.124 eV. The calculation puts the frontier orbital gap at 11.593 eV. As for the structure (SMILES): NCCC[NH3+].

Here are the Mulliken charges for atoms 1 to 2, given in e:
1 N -0.6451
2 C -0.5530

# 2
Computed, not measured: C4H10ClF in the gas phase at a distorted geometry, with wB97M-V/def2-TZVPD.

Geometry (Å):
C  -1.4133  1.7384  -1.4395
C  -0.1372  2.2100  -0.7713
C  0.8747  -2.4536  0.5583
C  0.5653  -1.4384  1.6355
H  -1.1918  1.2046  -2.3687
H  -1.9698  1.0714  -0.7717
H  -2.0380  2.6123  -1.6800
H  -0.3412  2.7359  0.1627
H  0.4369  2.8683  -1.4218
H  0.0616  -2.4955  -0.1726
H  0.9992  -3.4498  0.9976
H  1.7974  -2.1862  0.0352
H  -0.3630  -1.6875  2.1617
H  1.3772  -1.3783  2.3705
F  0.4099  -0.1840  1.0621
Cl  0.9322  0.8323  -0.3579

For the total energy, the calculation gives -718.3205 Ha. The energy relative to the best compared isomer or geometry (same formula, charge and spin) is 2.869 eV. The LUMO energy is 1.028 eV. The calculation puts the frontier orbital gap at 8.990 eV.

Here are the Mulliken charges for atoms 1 to 2, given in e:
1 C -1.0174
2 C -0.2613

# 3
Computed, not measured: C5H8N2 in the gas phase, with wB97M-V/def2-TZVPD.

Geometry (Å):
C  1.6602  0.6585  0.9559
C  1.1136  0.3754  -0.4388
N  -0.2673  -0.0837  -0.3953
C  -1.3637  0.7418  -0.1566
C  -2.5343  0.0263  -0.0445
N  -2.0401  -1.2744  -0.2346
C  -0.7033  -1.3408  -0.4483
H  2.6929  1.0158  0.8931
H  1.0595  1.4219  1.4598
H  1.6422  -0.2475  1.5695
H  1.7187  -0.3743  -0.9574
H  1.1250  1.2848  -1.0488
H  -1.2312  1.8135  -0.1638
H  -2.7240  -1.9609  -0.4876
H  -0.0520  -2.1985  -0.5909

For the total energy, the calculation gives -304.7551 Ha. The energy relative to the best compared isomer or geometry (same formula, charge and spin) is 2.187 eV. The LUMO energy is 0.761 eV. The calculation puts the frontier orbital gap at 8.445 eV.

Here are the Mulliken charges for atoms 1 to 2, given in e:
1 C -0.9930
2 C -0.5620

# 4
Computed, not measured: 3 unconnected molecules or ions with the total composition C4H8N2O at a distorted geometry, with wB97M-V/def2-TZVPD.

Geometry (Å):
C  0.3495  0.7853  0.2106
C  -2.4605  0.5590  -0.0486
C  0.2679  -0.5558  0.0667
C  0.3176  -1.8306  -0.1228
O  -1.4389  0.3645  0.8932
N  2.4148  0.3394  -0.5943
N  3.1296  0.2973  0.3615
H  4.1479  0.3019  0.0929
H  0.1110  1.4403  -0.6171
H  0.7424  1.2125  1.1228
H  -2.0966  0.5118  -1.0902
H  -2.9392  1.5400  0.0833
H  -3.2340  -0.2136  0.0541
H  -0.5270  -2.4647  0.1183
H  1.2154  -2.2870  -0.5303

For the total energy, the calculation gives -341.6973 Ha. The energy relative to the best compared isomer or geometry (same formula, charge and spin) is 8.337 eV. The LUMO energy (alpha / beta) is 0.388 / 0.336 eV. The calculation puts the frontier orbital gap (alpha / beta) at 8.345 / 7.679 eV.

Here are the Mulliken charges for atoms 1 to 2, given in e:
1 C -0.1753
2 C -0.6274

# 5
Computed, not measured: 3 unconnected molecules or ions with the total composition C3H8N2O2 at a distorted geometry, with wB97M-V/def2-TZVPD.

Geometry (Å):
C  -2.0376  -0.3377  -0.7795
C  -0.8317  0.3731  -0.9292
N  -0.3471  0.5280  0.3587
C  -1.1688  -0.2146  1.1751
N  -2.1555  -0.7407  0.4932
H  -2.8466  -0.6381  -1.4170
H  -0.1823  0.8564  -1.7017
H  0.2526  1.2310  0.7039
H  -1.0859  -0.0439  2.2589
O  2.3111  0.9389  0.9924
H  2.8410  0.5311  1.6683
H  2.4294  0.5105  0.1507
O  2.2819  -0.6874  -1.1444
H  1.9927  -1.6412  -1.4053
H  1.6024  -0.2536  -1.8038

For the total energy, the calculation gives -379.0718 Ha. The energy relative to the best compared isomer or geometry (same formula, charge and spin) is 1.883 eV. The LUMO energy is 0.419 eV. The calculation puts the frontier orbital gap at 9.110 eV. As for the structure (SMILES): c1c[nH]cn1.O.O.

Here are the Mulliken charges for atoms 1 to 2, given in e:
1 C -0.5514
2 C -0.3599

# 6
Computed, not measured: a gas-phase ion, C4H9N (charge +1) at a distorted geometry, with wB97M-V/def2-TZVPD.

Geometry (Å):
C  -1.4107  -0.6414  -0.4977
C  -0.4705  0.2209  0.2882
C  -0.8046  1.3410  0.9928
C  1.6803  -0.5558  -0.8141
N  0.8223  -0.2018  0.3095
H  -0.8875  -1.0679  -1.3597
H  -2.2538  -0.1132  -0.9342
H  -1.7000  -1.4670  0.1561
H  -1.8413  1.6408  1.0407
H  -0.0647  1.9440  1.5142
H  1.5229  -1.5809  -1.1493
H  2.6989  -0.3198  -0.5320
H  1.4326  0.0973  -1.6544
H  1.2849  0.0027  1.1888

For the total energy, the calculation gives -212.2420 Ha. The energy relative to the best compared isomer or geometry (same formula, charge and spin) is 1.038 eV. Its total charge is +1. The LUMO energy (alpha / beta) is -3.651 / -7.471 eV. The calculation puts the frontier orbital gap (alpha / beta) at 11.547 / 8.554 eV. The multiplicity is 2.

Here are the Mulliken charges for atoms 1 to 2, given in e:
1 C -1.0068
2 C 0.8493

# 7
Computed, not measured: a gas-phase ion, C3H7NO (charge -1) at a distorted geometry, with wB97M-V/def2-TZVPD.

Geometry (Å):
O  -0.4854  1.8965  0.3710
C  0.3684  0.9588  0.4308
C  0.2287  -0.3200  -0.3240
C  0.9633  -1.5362  0.2132
N  -1.2009  -0.6911  -0.5578
H  1.3368  1.1305  0.9328
H  0.5587  -0.0332  -1.3574
H  0.9825  -2.3044  -0.5680
H  0.4217  -1.9122  1.0757
H  1.9943  -1.2390  0.4202
H  -1.3641  -0.8900  -1.5312
H  -1.8070  0.0939  -0.3306

For the total energy, the calculation gives -248.4525 Ha. The energy relative to the best compared isomer or geometry (same formula, charge and spin) is 0.104 eV. Its total charge is -1. The LUMO energy (alpha / beta) is 4.944 / 4.562 eV. The calculation puts the frontier orbital gap (alpha / beta) at 4.415 / 8.032 eV. The multiplicity is 2.

Here are the Mulliken charges for atoms 1 to 2, given in e:
1 O -0.5930
2 C -0.5977

# 8
Computed, not measured: 2 unconnected molecules or ions with the total composition C10H15N at a distorted geometry, with wB97M-V/def2-TZVPD.

Geometry (Å):
C  2.9702  1.0810  0.7677
C  2.9689  -0.3823  0.7556
C  1.7752  1.5059  0.1246
C  1.7899  -0.8177  0.2359
C  0.5411  -1.5282  -2.4021
C  -0.2272  -0.4822  -2.0972
C  -3.0571  0.1448  0.1410
C  -1.3061  0.3315  1.8343
C  -0.0884  0.2745  -0.8670
C  -1.7171  -0.4055  0.6162
N  1.1108  0.2899  -0.1911
H  3.6688  1.7233  1.2198
H  3.7251  -0.9611  1.3293
H  1.3249  2.4983  -0.0613
H  1.5902  -1.8168  0.1245
H  0.2508  -1.9650  -3.3424
H  1.5002  -1.6925  -1.8887
H  -1.1254  -0.3775  -2.6859
H  -3.7925  -0.0159  0.9054
H  -3.1371  -0.2638  -0.7781
H  -2.8603  1.2678  0.1103
H  -1.6087  1.4337  1.5849
H  -0.3090  0.2735  2.0650
H  -1.8293  0.1643  2.8166
H  -0.6230  1.2357  -0.9040
H  -1.5350  -1.5158  0.5868

For the total energy, the calculation gives -444.6263 Ha. The energy relative to the best compared isomer or geometry (same formula, charge and spin) is 4.157 eV. The LUMO energy is 0.529 eV. The calculation puts the frontier orbital gap at 8.056 eV.

Here are the Mulliken charges for atoms 1 to 2, given in e:
1 C -0.5598
2 C -0.7470

Copy entry 5 word for word.
Computed, not measured: 3 unconnected molecules or ions with the total composition C3H8N2O2 at a distorted geometry, with wB97M-V/def2-TZVPD.

Geometry (Å):
C  -2.0376  -0.3377  -0.7795
C  -0.8317  0.3731  -0.9292
N  -0.3471  0.5280  0.3587
C  -1.1688  -0.2146  1.1751
N  -2.1555  -0.7407  0.4932
H  -2.8466  -0.6381  -1.4170
H  -0.1823  0.8564  -1.7017
H  0.2526  1.2310  0.7039
H  -1.0859  -0.0439  2.2589
O  2.3111  0.9389  0.9924
H  2.8410  0.5311  1.6683
H  2.4294  0.5105  0.1507
O  2.2819  -0.6874  -1.1444
H  1.9927  -1.6412  -1.4053
H  1.6024  -0.2536  -1.8038

For the total energy, the calculation gives -379.0718 Ha. The energy relative to the best compared isomer or geometry (same formula, charge and spin) is 1.883 eV. The LUMO energy is 0.419 eV. The calculation puts the frontier orbital gap at 9.110 eV. As for the structure (SMILES): c1c[nH]cn1.O.O.

Here are the Mulliken charges for atoms 1 to 2, given in e:
1 C -0.5514
2 C -0.3599

Q: What is the energy relative to the best compared isomer or geometry (same formula, charge and spin) in the first record?
A: 0.102 eV

Repeat the fourth record exactly.
Computed, not measured: 3 unconnected molecules or ions with the total composition C4H8N2O at a distorted geometry, with wB97M-V/def2-TZVPD.

Geometry (Å):
C  0.3495  0.7853  0.2106
C  -2.4605  0.5590  -0.0486
C  0.2679  -0.5558  0.0667
C  0.3176  -1.8306  -0.1228
O  -1.4389  0.3645  0.8932
N  2.4148  0.3394  -0.5943
N  3.1296  0.2973  0.3615
H  4.1479  0.3019  0.0929
H  0.1110  1.4403  -0.6171
H  0.7424  1.2125  1.1228
H  -2.0966  0.5118  -1.0902
H  -2.9392  1.5400  0.0833
H  -3.2340  -0.2136  0.0541
H  -0.5270  -2.4647  0.1183
H  1.2154  -2.2870  -0.5303

For the total energy, the calculation gives -341.6973 Ha. The energy relative to the best compared isomer or geometry (same formula, charge and spin) is 8.337 eV. The LUMO energy (alpha / beta) is 0.388 / 0.336 eV. The calculation puts the frontier orbital gap (alpha / beta) at 8.345 / 7.679 eV.

Here are the Mulliken charges for atoms 1 to 2, given in e:
1 C -0.1753
2 C -0.6274